The following is a DFT calculation (ωB97M-V/def2-TZVPD) of 2 unconnected molecules or ions with the total composition C38H38BF3O4S.

Last column: Mulliken charge in e.
Cartesian coordinates (Å):
C  -3.153  6.366  -1.189  -1.284
C  -2.183  5.372  -0.681  0.801
C  -2.074  4.917  0.628  -1.046
C  -0.906  4.137  0.855  -0.351
C  -0.073  4.064  -0.268  0.305
B  -1.712  -0.661  -0.333  0.715
C  1.305  3.658  -0.289  1.504
C  1.968  3.321  0.916  -0.212
C  3.344  3.157  0.940  -1.305
C  4.058  3.259  -0.247  0.479
C  5.537  3.011  -0.191  0.793
F  6.153  3.188  -1.389  -0.291
F  6.168  3.823  0.711  -0.279
F  5.789  1.715  0.201  -0.220
C  3.432  3.516  -1.465  -1.206
C  2.057  3.713  -1.477  -0.629
O  -2.304  -1.187  0.765  -0.589
C  -3.621  -0.554  0.839  1.708
C  -4.570  -1.671  1.196  -1.914
C  -3.582  0.469  1.972  -1.910
C  -3.839  0.090  -0.596  1.607
C  -4.785  -0.672  -1.509  -2.180
C  -4.228  1.565  -0.621  -1.561
O  -2.553  -0.013  -1.223  0.053
S  -0.924  4.710  -1.663  -0.221
H  -3.643  6.854  -0.344  0.368
H  -2.625  7.129  -1.773  0.334
H  -3.922  5.905  -1.817  0.281
H  -2.795  5.200  1.397  0.336
H  -0.652  3.703  1.816  0.439
H  1.402  3.235  1.846  0.207
H  3.855  2.951  1.878  0.399
H  4.015  3.581  -2.377  0.469
H  1.563  3.933  -2.426  0.273
H  -5.594  -1.287  1.246  0.390
H  -4.506  -2.490  0.473  0.355
H  -4.299  -2.068  2.180  0.431
H  -4.568  0.934  2.103  0.427
H  -3.329  -0.040  2.910  0.476
H  -2.839  1.258  1.798  0.143
H  -5.815  -0.577  -1.151  0.393
H  -4.734  -0.236  -2.513  0.479
H  -4.513  -1.730  -1.591  0.341
H  -5.212  1.720  -0.151  0.365
H  -3.482  2.207  -0.137  0.112
H  -4.294  1.895  -1.665  0.421
C  -2.082  -4.457  -4.145  -0.722
O  -1.573  -3.206  -4.663  -0.453
C  -0.738  -2.461  -3.892  0.525
C  -0.696  -1.066  -4.146  -0.601
C  -0.369  -0.214  -3.121  -0.894
C  -0.035  -0.730  -1.849  -0.060
C  -0.209  0.067  -0.565  0.994
C  0.843  -0.352  0.444  -1.143
C  2.194  -0.027  0.228  0.008
C  3.191  -0.496  1.070  -1.288
C  2.894  -1.484  2.022  0.465
O  3.955  -1.984  2.777  -0.490
C  4.001  -3.335  3.128  0.572
C  4.813  -3.633  4.229  -0.627
C  5.037  -4.964  4.571  -0.394
C  4.464  -5.994  3.818  -0.514
C  3.674  -5.686  2.708  -0.636
C  3.425  -4.351  2.356  -0.113
C  1.566  -1.856  2.235  -0.388
C  0.560  -1.235  1.491  0.266
C  0.277  -2.109  -1.756  -0.305
C  -0.064  -2.982  -2.767  -0.634
H  -2.881  -4.718  -4.839  0.261
H  -1.302  -5.229  -4.158  0.310
H  -2.485  -4.354  -3.127  0.283
H  -1.053  -0.714  -5.113  0.421
H  -0.416  0.869  -3.258  0.463
H  -0.264  1.155  -0.707  -0.264
H  2.457  0.614  -0.617  0.595
H  4.221  -0.157  0.977  0.547
H  5.264  -2.810  4.784  0.393
H  5.667  -5.197  5.431  0.360
H  4.633  -7.039  4.091  0.353
H  3.243  -6.475  2.093  0.363
H  2.814  -4.102  1.485  0.381
H  1.309  -2.615  2.976  0.503
H  -0.467  -1.485  1.726  0.525
H  0.711  -2.502  -0.837  0.389
H  0.101  -4.057  -2.665  0.344

Cartesian forces, eV/Å:
C -0.30 0.13 -0.38
C 0.40 -0.99 1.43
C -0.06 0.25 -1.00
C 0.58 0.31 -1.09
C -2.29 -0.09 0.92
B 1.58 3.99 -0.46
C 1.31 -0.47 -0.08
C -0.12 0.29 -0.25
C -0.47 -0.04 -0.10
C 0.41 -0.02 -0.25
C 0.62 -0.26 0.07
F -0.33 -0.11 0.78
F -0.41 -0.66 -0.63
F 0.02 1.01 -0.25
C -0.20 -0.08 0.45
C -0.04 -0.04 0.11
O -0.33 0.10 -0.09
C -0.11 -0.20 -0.02
C -0.39 -0.12 0.03
C 0.07 0.08 0.09
C -0.07 -0.25 -0.59
C -0.43 -0.17 0.09
C -0.13 0.23 0.19
O -0.35 -0.52 0.70
S 0.53 0.49 0.85
H 0.01 -0.05 -0.12
H -0.25 -0.06 0.05
H 0.04 0.14 -0.01
H 0.28 -0.11 -0.21
H 0.04 0.22 -0.12
H 0.23 0.07 -0.34
H -0.08 -0.03 -0.21
H -0.09 -0.05 0.11
H 0.12 0.00 0.30
H 0.04 -0.20 -0.02
H -0.12 0.20 0.14
H -0.06 0.07 -0.14
H 0.22 -0.07 -0.08
H 0.01 0.07 -0.20
H -0.15 -0.19 -0.01
H 0.02 -0.18 -0.09
H 0.06 -0.05 0.21
H -0.07 0.20 0.06
H 0.32 0.00 -0.10
H -0.17 -0.19 0.02
H -0.01 -0.15 0.19
C 0.53 0.60 -0.37
O -0.01 -0.67 -0.35
C 0.03 0.32 0.93
C -0.43 -1.22 -0.31
C 0.46 0.06 0.90
C 0.90 -0.32 -0.75
C -0.32 -2.43 0.66
C 0.64 -0.20 0.04
C -0.40 0.24 0.26
C 0.25 -0.57 0.13
C -0.18 0.11 0.06
O -0.52 -0.36 -0.05
C 0.28 0.28 -0.32
C -0.26 -0.10 -0.24
C -0.13 0.02 -0.08
C -0.05 -0.02 -0.10
C -0.03 0.46 0.14
C 0.24 -0.05 0.25
C 0.28 0.29 0.02
C 0.18 -0.07 0.03
C -0.06 0.98 0.32
C -0.71 -0.07 -1.07
H 0.11 -0.10 0.14
H -0.21 0.10 0.02
H 0.19 0.16 -0.22
H 0.00 0.00 0.28
H -0.15 -0.30 0.05
H -0.25 -0.36 -0.07
H -0.04 -0.03 0.29
H -0.19 -0.18 -0.12
H -0.12 -0.24 -0.14
H -0.19 0.05 -0.26
H -0.01 0.39 -0.10
H 0.11 0.13 0.21
H 0.25 -0.11 0.30
H 0.12 0.29 -0.15
H 0.15 -0.04 -0.11
H -0.15 0.11 -0.18
H -0.16 0.38 0.04

Molar mass ... 658.59 g/mol
HOMO energy ... -7.5 eV
2S+1 ... 1
HOMO-LUMO gap ... 7.3 eV
Largest force on an atom ... 4.3 eV/A
ΔE to the lowest compared entry with this formula, charge and spin ... 5.08 kcal per mole
SMILES ... COc1ccc([C@@H](B2OC(C)(C)C(C)(C)O2)c2ccc(Oc3ccccc3)cc2)cc1.Cc1ccc(-c2ccc(C(F)(F)F)cc2)s1


The following is a DFT calculation (ωB97M-V/def2-TZVPD) of a molecular structure, C38H38BeO3S2Sb2.

Last column: Mulliken charge in e.
Cartesian coordinates (Å):
Be  1.167  -0.791  -1.181  0.277
C  1.135  0.047  2.727  -1.284
C  -0.160  -0.479  3.362  -0.066
C  -1.143  -1.247  2.479  -0.680
Sb  -2.682  -0.554  1.015  0.782
C  -2.722  1.497  0.274  0.065
C  -3.557  2.467  0.817  -0.018
C  -3.683  3.710  0.203  -0.747
C  -2.995  3.988  -0.968  -0.394
C  -2.182  3.014  -1.535  -0.623
C  -2.051  1.780  -0.918  -0.310
C  -3.988  -0.135  2.682  -0.171
C  -5.222  -0.761  2.834  -0.788
C  -6.010  -0.511  3.953  -0.538
C  -5.568  0.363  4.934  -0.506
C  -4.339  0.998  4.792  -0.985
C  -3.558  0.752  3.672  0.546
Sb  0.799  1.803  1.514  0.145
C  2.723  2.746  1.575  0.559
C  3.093  3.451  0.433  -0.689
C  4.286  4.160  0.396  -0.514
C  5.118  4.172  1.506  -0.500
C  4.754  3.474  2.650  -0.609
C  3.562  2.765  2.685  -0.104
C  -0.023  2.929  3.178  0.441
C  -1.009  3.876  2.903  -0.443
C  -1.634  4.578  3.927  -0.573
C  -1.281  4.338  5.247  -0.565
C  -0.293  3.406  5.536  -0.662
C  0.328  2.708  4.508  0.047
H  1.589  -0.704  2.076  0.425
H  1.847  0.280  3.520  0.535
H  -0.685  0.331  3.873  -0.066
H  0.135  -1.174  4.159  0.499
H  -1.852  -1.767  3.129  0.683
H  -0.602  -2.003  1.906  -0.430
H  -4.113  2.275  1.723  0.343
H  -4.325  4.461  0.648  0.391
H  -3.096  4.957  -1.441  0.377
H  -1.649  3.211  -2.457  0.475
H  -1.405  1.036  -1.369  0.186
H  -5.575  -1.447  2.072  0.389
H  -6.972  -0.998  4.057  0.380
H  -6.180  0.553  5.807  0.383
H  -3.988  1.688  5.550  0.492
H  -2.616  1.278  3.559  0.383
H  2.448  3.441  -0.439  0.307
H  4.569  4.691  -0.504  0.367
H  6.047  4.728  1.481  0.373
H  5.402  3.484  3.519  0.386
H  3.287  2.229  3.587  0.187
H  -1.302  4.062  1.874  0.380
H  -2.401  5.306  3.693  0.419
H  -1.773  4.876  6.048  0.407
H  -0.009  3.218  6.564  0.408
H  1.094  1.983  4.760  0.133
O  4.192  1.063  -1.732  -0.654
C  3.070  0.689  -1.970  0.383
O  2.317  0.123  -1.037  -0.052
C  2.443  0.905  -3.321  0.225
C  3.091  1.846  -4.130  -0.668
C  2.620  2.178  -5.382  -0.666
C  1.477  1.549  -5.865  -0.475
C  0.836  0.599  -5.095  -0.944
C  1.299  0.260  -3.817  0.826
S  0.384  -1.018  -2.997  -0.514
H  3.984  2.306  -3.729  0.466
H  3.133  2.920  -5.982  0.387
H  1.085  1.803  -6.843  0.392
H  -0.045  0.092  -5.467  0.424
O  0.914  -1.995  -0.159  0.113
S  1.526  -3.337  -0.612  0.421
C  2.098  -4.054  0.965  -0.367
C  1.290  -5.327  1.198  -0.749
C  -0.114  -5.031  0.673  -0.311
C  0.096  -4.450  -0.718  -0.743
H  1.879  -3.280  1.702  0.037
H  3.174  -4.206  0.910  0.530
H  1.290  -5.591  2.255  0.382
H  1.726  -6.160  0.644  0.302
H  -0.611  -4.303  1.317  0.088
H  -0.733  -5.926  0.635  0.420
H  -0.728  -3.853  -1.109  0.315
H  0.365  -5.220  -1.444  0.524

Cartesian forces, eV/Å:
Be -0.17 -0.19 -0.73
C -0.23 -0.03 -0.09
C -0.07 0.03 0.12
C 0.30 0.32 -0.44
Sb -0.31 0.05 0.34
C 0.24 -0.27 0.16
C 0.08 0.09 -0.04
C -0.05 -0.05 0.03
C 0.03 0.01 -0.01
C 0.00 0.01 -0.01
C 0.05 -0.09 0.10
C 0.08 -0.02 -0.16
C 0.05 0.04 -0.03
C -0.02 -0.02 0.00
C 0.01 0.00 -0.01
C 0.00 0.00 0.01
C -0.05 -0.01 0.01
Sb -0.05 0.22 0.21
C -0.13 -0.09 -0.05
C 0.05 -0.05 0.05
C 0.03 0.01 -0.02
C -0.04 0.01 -0.01
C 0.03 -0.01 0.05
C -0.02 -0.03 -0.04
C -0.12 -0.12 -0.23
C 0.05 -0.04 -0.04
C -0.01 0.00 0.01
C 0.01 -0.01 -0.02
C 0.00 -0.01 -0.01
C 0.01 0.05 0.01
H 0.04 -0.02 0.04
H 0.09 0.03 -0.07
H 0.07 -0.01 0.02
H -0.03 0.00 0.03
H -0.03 -0.04 -0.04
H 0.00 0.01 -0.03
H -0.01 -0.01 0.03
H 0.00 -0.01 -0.02
H 0.00 -0.02 0.00
H 0.00 0.01 0.03
H 0.00 -0.03 -0.07
H -0.02 0.00 0.03
H 0.02 0.00 0.00
H 0.01 0.01 -0.01
H -0.01 0.00 -0.02
H -0.01 0.01 0.03
H 0.03 0.00 -0.03
H -0.01 0.00 0.02
H 0.00 -0.02 0.00
H -0.01 0.00 -0.02
H 0.02 0.02 0.00
H -0.03 -0.01 0.04
H 0.01 -0.01 -0.01
H 0.01 0.00 0.00
H 0.00 0.01 -0.01
H -0.02 -0.01 0.00
O 0.05 -0.01 -0.05
C -0.21 0.04 0.17
O 0.35 0.10 0.28
C -0.02 0.06 -0.22
C 0.00 -0.04 0.12
C -0.05 0.02 -0.06
C 0.03 0.02 0.03
C 0.01 -0.01 0.07
C 0.05 0.01 -0.07
S -0.07 0.08 0.37
H -0.02 0.01 -0.01
H 0.00 -0.02 0.02
H 0.01 -0.03 0.00
H 0.01 0.03 -0.02
O 0.04 0.12 0.15
S -0.13 -0.16 0.20
C 0.07 -0.06 -0.10
C -0.11 0.04 0.00
C 0.06 -0.04 0.06
C 0.05 0.02 0.01
H -0.02 0.03 -0.03
H -0.01 0.03 -0.01
H 0.02 0.00 -0.01
H 0.02 -0.01 0.03
H -0.01 0.00 -0.03
H -0.03 0.02 -0.02
H 0.04 0.01 -0.05
H -0.01 0.02 -0.02

Molar mass ... 859.39 g/mol
HOMO energy ... -7.8 eV
2S+1 ... 1
HOMO-LUMO gap ... 7.7 eV
Largest force on an atom ... 0.8 eV/A